1 | Entry from the Open Molecules 2025 dataset: a 3-piece molecular cluster, C3H12NO2 overall (the ωB97M-V functional and the def2-TZVPD basis).

Atoms and positions in Å:
C: 0.4321 -2.1694 0.1753
C: 0.1883 -0.9170 -0.6282
C: -0.0465 -0.9296 -1.9205
N: -0.3676 0.3188 -2.7866
H: -0.4804 -2.5345 0.6526
H: 0.8332 -2.8263 -0.4597
H: 0.9207 -1.9061 1.0522
H: 0.1811 -0.0188 0.1105
H: -0.2011 -1.8370 -2.5351
H: -1.0927 0.0768 -3.5814
H: -0.7287 1.1024 -2.2403
H: 0.6391 0.5978 -3.1170
H: -0.8684 3.2129 0.6268
H: -0.7235 1.9063 1.2999
O: -0.9243 2.2948 0.4625
H: 0.4333 1.0173 5.0338
H: 1.3727 1.3181 3.7297
O: 0.4324 1.2935 4.1253

Summary:
HOMO energy   -14.156 eV
Total charge   +1
LUMO   -3.637 eV

Results of the Löwdin charge analysis, in e, for atoms 1 through 2:
1 C -0.047
2 C -0.108

---

2 | Entry from the Open Molecules 2025 dataset: a 2-piece molecular cluster, C3H12NO2 overall (the ωB97M-V functional and the def2-TZVPD basis).

Atoms and positions in Å:
C: 0.9494 -0.0432 -0.5652
C: 0.3435 -1.1455 0.3028
C: 1.2965 -1.3401 1.4764
O: -0.9078 -0.7624 0.8288
N: 0.0291 0.4761 -1.6211
H: 1.1758 0.8343 0.0510
H: 1.8667 -0.3643 -0.9877
H: 0.2585 -2.0719 -0.2801
H: 2.3499 -1.4773 1.1963
H: 0.9503 -2.2414 1.9871
H: 1.2149 -0.5637 2.2157
H: -1.6729 -1.0997 0.3551
H: -0.3780 -0.2664 -2.1900
H: 0.3837 1.3001 -2.0925
H: -0.7855 0.9430 -1.1598
H: -1.4176 3.3373 -0.4510
H: -1.9657 2.0082 0.3141
O: -1.2699 2.4120 -0.2102

Summary:
HOMO energy   -14.906 eV
Total charge   +1
LUMO   -3.464 eV

Results of the Löwdin charge analysis, in e, for atoms 1 through 2:
1 C -0.112
2 C -0.424

---

Quick one: most stable of them? 2

---

1 | Entry from the Open Molecules 2025 dataset: a 3-piece molecular cluster, C3H12NO2 overall (the ωB97M-V functional and the def2-TZVPD basis).

Atoms and positions in Å:
C: -1.5562 -0.7467 1.3314
C: -0.1186 -0.2458 1.7451
C: 0.9422 1.9720 0.7882
N: 0.3057 0.8502 0.7049
H: -2.0283 -0.7597 0.3500
H: -2.1888 0.0921 1.8239
H: -1.6798 -1.6781 1.8723
H: 0.5478 -1.0570 1.5524
H: -0.1263 0.1567 2.7084
H: 1.0686 2.7009 0.0598
H: 1.2004 2.2945 1.7985
H: 0.0394 0.6640 -0.2923
H: -1.5686 0.0714 -2.4342
H: -0.1158 -0.3556 -2.8701
O: -0.5844 0.3913 -2.3663
H: 1.8593 -2.2347 -1.5343
H: 0.9651 -1.3826 -2.1957
O: 1.1198 -1.6839 -1.2540

Summary:
HOMO energy   -15.502 eV
Total charge   +1
LUMO   -4.525 eV

Results of the Löwdin charge analysis, in e, for atoms 1 through 2:
1 C -0.056
2 C -0.093

---

2 | Entry from the Open Molecules 2025 dataset: a 3-piece molecular cluster, C3H12NO2 overall (the ωB97M-V functional and the def2-TZVPD basis).

Atoms and positions in Å:
C: -0.7198 0.2039 1.3016
C: -1.6975 -0.1653 0.2548
C: -2.7301 -0.9590 0.5549
N: -1.1850 -0.0694 -1.1228
H: 0.1997 -0.3985 1.2982
H: -0.4128 1.2511 1.2798
H: -1.1443 0.0741 2.3013
H: -3.5806 -1.1403 -0.0917
H: -2.8024 -1.4988 1.4871
H: -1.1873 0.9153 -1.4076
H: -1.7061 -0.5825 -1.8336
H: -0.1540 -0.3740 -1.2048
H: 2.0622 0.3336 -1.0238
H: 1.9300 -1.1242 -1.5106
O: 1.4080 -0.3587 -1.2785
H: 4.1350 0.5467 0.3323
H: 4.0161 2.0582 0.5257
O: 3.5689 1.2877 0.1378

Summary:
HOMO energy   -13.964 eV
Total charge   +1
LUMO   -3.230 eV

Results of the Löwdin charge analysis, in e, for atoms 1 through 2:
1 C -0.052
2 C -0.343

---

Quick one: most stable of them? 2

---

1 | Entry from the Open Molecules 2025 dataset: C53H50ClFO2PbS2Se as an isolated structure (the ωB97M-V functional and the def2-TZVPD basis).

Atoms and positions in Å:
Pb: -2.2970 -2.4015 1.2542
C: 0.6748 -3.7846 -2.7931
C: -0.0558 -4.3558 -1.5457
C: 0.6184 -4.4315 -0.3224
C: 2.0711 -3.9089 -0.2650
C: -0.0217 -4.9337 0.8216
C: 0.6748 -4.8311 2.1319
C: -1.2828 -5.5343 0.7607
C: -1.8112 -6.2492 1.9735
C: -1.9742 -5.4012 -0.4123
C: -3.4379 -5.8381 -0.5288
C: -1.3616 -4.7838 -1.5455
C: -2.1697 -4.5271 -2.8167
H: 0.1969 -3.9779 -3.7638
H: 1.6664 -4.2371 -2.8506
H: 0.8541 -2.6986 -2.7708
H: 2.7337 -4.7803 -0.4036
H: 2.3557 -3.4391 0.6486
H: 2.3215 -3.1898 -1.0920
H: 1.5387 -4.1882 2.1388
H: 1.0828 -5.8389 2.4027
H: -0.0012 -4.5659 2.9920
H: -1.9826 -5.6292 2.8432
H: -1.0300 -6.9239 2.2611
H: -2.7348 -6.7695 1.7861
H: -3.6360 -6.1838 -1.5616
H: -4.0357 -4.9435 -0.3734
H: -3.7344 -6.5975 0.1761
H: -1.7715 -5.0779 -3.6978
H: -2.2189 -3.4720 -3.1144
H: -3.1663 -4.8500 -2.6476
C: 5.6264 -0.4745 5.8595
C: 4.4495 -0.3019 4.9553
C: 4.5245 0.5657 3.8634
C: 3.5268 0.5465 2.8970
C: 2.5020 -0.3328 3.0148
C: 2.3382 -1.0941 4.1862
C: 3.2952 -1.0264 5.1822
S: 1.3949 -0.5299 1.6577
O: 0.7530 -1.8437 1.8633
C: 0.1096 0.6401 2.0055
C: -0.9706 0.1231 2.7542
C: -2.0179 0.9423 2.9968
C: -1.9261 2.3145 2.6539
C: -2.9839 3.1951 2.9525
C: -2.9774 4.5108 2.5907
C: -1.8972 4.9986 1.9129
C: -0.8513 4.1931 1.5294
C: -0.8319 2.8316 1.8746
C: 0.2275 1.9333 1.4920
C: 1.3929 2.4113 0.6986
C: 2.3779 3.2865 1.3006
C: 2.3643 3.5838 2.7031
C: 3.3768 4.3189 3.2677
C: 4.4654 4.7841 2.4895
C: 4.5057 4.4423 1.1307
C: 3.4698 3.7070 0.5077
C: 3.5339 3.3090 -0.8619
C: 2.6435 2.4746 -1.4062
C: 1.5996 2.0010 -0.6050
S: 0.4163 0.8880 -1.3577
O: 1.0353 0.0316 -2.4087
C: -0.3727 2.1740 -2.3474
C: -1.5110 2.7614 -1.7951
C: -2.1632 3.7067 -2.5195
C: -1.7751 4.1432 -3.7596
C: -2.4726 5.2389 -4.5472
C: -0.5977 3.5623 -4.2728
C: 0.1101 2.6262 -3.5952
H: 5.6963 0.3297 6.5921
H: 6.4751 -0.5195 5.2112
H: 5.6626 -1.3868 6.3988
H: 5.3267 1.2821 3.7603
H: 3.6142 1.1442 2.0297
H: 1.5246 -1.7898 4.3838
H: 3.1575 -1.6596 6.0635
H: -0.9392 -0.9052 3.1313
H: -2.8734 0.4902 3.5503
H: -3.8228 2.8463 3.5125
H: -3.7774 5.1871 2.9131
H: -1.8149 6.0649 1.6495
H: 0.0094 4.6268 1.0619
H: 1.5527 3.1591 3.2229
H: 3.3980 4.5613 4.3229
H: 5.2694 5.3551 3.0002
H: 5.3266 4.7575 0.5522
H: 4.3940 3.5848 -1.4327
H: 2.8855 1.9873 -2.3639
H: -1.9514 2.4169 -0.9174
H: -3.1462 4.0247 -2.0798
H: -3.4153 5.4798 -4.0806
H: -2.6739 5.0870 -5.6211
H: -1.8241 6.1352 -4.4886
H: -0.2347 3.8072 -5.3099
H: 0.9132 2.0928 -4.1451
Cl: -3.8763 -0.3956 -0.1302
Se: -3.5406 -3.1547 3.1269
F: -3.4482 2.3463 -6.6077
C: -3.2385 1.3760 -5.7675
C: -2.2018 0.4880 -6.0617
C: -1.6721 -0.3617 -5.1440
C: -2.2941 -0.4517 -3.8365
C: -1.7906 -1.2569 -2.8247
C: -3.4309 0.4073 -3.5792
C: -3.8747 1.3477 -4.4633
H: -1.7533 0.5297 -7.0373
H: -0.7620 -0.8746 -5.4609
H: -2.3769 -1.3495 -1.8957
H: -0.7967 -1.6100 -3.0050
H: -3.8252 0.4161 -2.5729
H: -4.6068 2.0866 -4.2068

Summary:
HOMO energy (alpha / beta)   -8.146 / -6.292 eV
Total charge   0
LUMO (alpha / beta)   -0.300 / -2.821 eV

Results of the Löwdin charge analysis, in e, for atoms 1 through 2:
1 Pb 0.674
2 C -0.032

---

2 | Entry from the Open Molecules 2025 dataset: C53H50ClFO2PbS2Se as an isolated structure (the ωB97M-V functional and the def2-TZVPD basis).

Atoms and positions in Å:
Pb: -0.0695 -1.5615 1.8439
C: 0.2523 -2.4262 6.0417
C: -0.1583 -1.2088 5.2828
C: -1.4721 -1.1775 4.8504
C: -2.3614 -2.3950 5.1131
C: -1.9461 -0.0345 4.1614
C: -3.3731 -0.0148 3.7329
C: -1.0873 1.0541 3.9273
C: -1.6842 2.2874 3.3092
C: 0.2979 0.9016 4.2252
C: 1.2522 1.8402 3.6150
C: 0.7097 -0.1904 4.9594
C: 2.1821 -0.2795 5.3587
H: -0.0005 -2.3960 7.0920
H: 1.2832 -2.6842 5.8909
H: -0.2665 -3.3212 5.6268
H: -1.9810 -3.2882 4.5859
H: -3.3778 -2.1346 4.7360
H: -2.3624 -2.6169 6.1609
H: -4.0888 0.1670 4.5402
H: -3.6244 -0.9726 3.2622
H: -3.5621 0.7569 2.9277
H: -1.9012 2.2715 2.2466
H: -1.0819 3.1786 3.4563
H: -2.6135 2.5577 3.8274
H: 1.7117 2.4396 4.4065
H: 0.8392 2.4338 2.8094
H: 2.1141 1.2988 3.1938
H: 2.7192 -1.0063 4.7035
H: 2.2237 -0.5976 6.4106
H: 2.6643 0.6808 5.1960
C: -7.9471 2.5960 -1.4319
C: -6.5677 2.0290 -1.2961
C: -5.3946 2.8306 -1.4143
C: -4.1293 2.3283 -1.2964
C: -3.9577 0.9781 -0.9752
C: -5.0504 0.1329 -0.8075
C: -6.3509 0.6928 -0.9714
S: -2.3088 0.3689 -0.6228
O: -1.5456 1.3839 0.1295
C: -1.7006 0.3552 -2.3426
C: -2.3987 -0.5296 -3.2280
C: -1.8818 -0.9590 -4.3692
C: -0.5981 -0.4889 -4.7397
C: -0.0192 -0.8687 -5.9648
C: 1.0964 -0.3043 -6.4617
C: 1.7861 0.6386 -5.6746
C: 1.3347 0.9709 -4.4348
C: 0.1227 0.4482 -3.9370
C: -0.4329 0.7996 -2.6813
C: 0.2794 1.7838 -1.7784
C: -0.0920 3.1413 -1.7954
C: -0.9738 3.6160 -2.7536
C: -1.4215 4.9504 -2.6854
C: -0.9746 5.8717 -1.6844
C: -0.1081 5.3569 -0.7610
C: 0.3722 4.0247 -0.7751
C: 1.2646 3.5489 0.2240
C: 1.7330 2.2526 0.1418
C: 1.2698 1.3849 -0.8428
S: 1.5653 -0.3845 -0.7700
O: 1.8987 -0.6468 0.6762
C: 2.9593 -0.6727 -1.7991
C: 2.7227 -1.6860 -2.7656
C: 3.7314 -2.1714 -3.6041
C: 5.0416 -1.7239 -3.4227
C: 6.1785 -2.2579 -4.2248
C: 5.2687 -0.6722 -2.4736
C: 4.2399 -0.1173 -1.7401
H: -8.5961 1.9126 -0.9408
H: -8.2814 2.6863 -2.4589
H: -7.9975 3.5824 -0.9570
H: -5.5715 3.9043 -1.5857
H: -3.2291 2.9138 -1.3562
H: -4.9658 -0.9331 -0.5931
H: -7.2407 0.0596 -0.9320
H: -3.3975 -0.8414 -2.8596
H: -2.4365 -1.6731 -4.9807
H: -0.6099 -1.4859 -6.5936
H: 1.4411 -0.6398 -7.4169
H: 2.7656 0.9760 -5.9527
H: 1.9292 1.6857 -3.8789
H: -1.3408 3.0278 -3.5752
H: -2.1616 5.1884 -3.4382
H: -1.1927 6.8833 -1.7160
H: 0.3619 5.9546 0.0446
H: 1.6367 4.1551 1.0807
H: 2.4813 1.8708 0.8387
H: 1.7051 -2.0369 -2.8344
H: 3.5282 -2.9955 -4.3752
H: 6.1945 -3.3632 -4.3446
H: 7.1142 -1.9498 -3.8395
H: 6.1770 -1.9263 -5.2554
H: 6.2259 -0.3049 -2.3821
H: 4.5196 0.6532 -0.9779
Cl: -2.3978 -3.5693 0.8654
Se: -0.8607 -2.8219 -0.5277
F: 5.9397 -4.2514 -0.0519
C: 4.7526 -3.9699 0.4916
C: 3.6162 -4.4513 -0.1216
C: 2.4111 -4.2951 0.4888
C: 2.2673 -3.6411 1.7154
C: 0.9947 -3.5336 2.4766
C: 3.4494 -3.0736 2.2506
C: 4.7046 -3.2353 1.6584
H: 3.7621 -4.9285 -1.1229
H: 1.5575 -4.7504 -0.0208
H: 1.1652 -3.5296 3.5578
H: 0.3159 -4.3301 2.1336
H: 3.4325 -2.5718 3.2001
H: 5.5818 -2.9142 2.1479

Summary:
HOMO energy   -6.561 eV
Total charge   0
LUMO   -0.135 eV

Results of the Löwdin charge analysis, in e, for atoms 1 through 2:
1 Pb 1.091
2 C -0.049

---

Quick one: most stable of them? 2

---

1 | Entry from the Open Molecules 2025 dataset: a 2-piece molecular cluster, C3HCl2F3 overall (the ωB97M-V functional and the def2-TZVPD basis).

Atoms and positions in Å:
C: 1.1405 1.7571 -1.1485
C: 0.3748 2.7219 -0.7247
C: 0.6436 -0.6550 -0.0476
F: 0.2853 3.9804 -1.1986
F: -0.4363 2.5988 0.3248
F: 1.3669 -0.5650 1.0601
Cl: 2.1671 1.5206 -2.4209
Cl: 1.2880 -1.5911 -1.2751
H: -0.4194 -0.5666 0.1039

Summary:
HOMO energy (alpha / beta)   -9.546 / -8.864 eV
Total charge   0
LUMO (alpha / beta)   -0.313 / -1.154 eV

Results of the Löwdin charge analysis, in e, for atoms 1 through 2:
1 C -0.531
2 C -0.473

---

2 | Entry from the Open Molecules 2025 dataset: the molecule C3HCl2F3 (the ωB97M-V functional and the def2-TZVPD basis).

Atoms and positions in Å:
F: 1.1763 1.4735 0.3710
C: 0.8384 0.1567 0.2719
C: -0.1458 -0.1364 -0.8051
F: -0.2539 -1.2622 -1.5986
Cl: -0.4402 1.3458 -1.8048
C: -0.6068 -0.1697 0.6542
F: -1.2648 0.8842 1.1363
Cl: -1.1283 -1.8195 1.0994
H: 1.8250 -0.4726 0.6757

Summary:
HOMO energy   -10.827 eV
Total charge   0
LUMO   0.236 eV
SMILES   FC1[C@](F)(Cl)[C@@]1(F)Cl

Results of the Löwdin charge analysis, in e, for atoms 1 through 2:
1 F -0.006
2 C -0.254

---

Quick one: most stable of them? 2